# 1
Molecular formula: C6H15OPSSi
Method: DFT, ωB97M-V/def2-TZVPD

Last columns: bonded neighbours and bond lengths (Å).
Geometry (Å):
1 C -1.042 1.661 0.740  C6 1.580, H11 1.138, H12 1.042, H13 1.106
2 C -0.829 1.041 -1.681  C6 1.520, H14 1.108, H15 1.111, H16 1.127
3 C -2.165 -0.480 -0.213  C6 1.569, H17 1.067, H18 1.150, H19 1.063
4 C 0.561 -0.788 2.120  Si8 1.870, H20 1.093, H21 1.160, H22 1.060
5 C 1.265 -1.797 -0.997  Si8 1.859, H23 1.157, H24 1.142, H25 1.073
6 C -0.911 0.460 -0.278  C1 1.580, C2 1.520, C3 1.569, Si8 1.965
7 O 2.287 1.289 0.443  P9 1.527
8 Si 0.673 -0.568 0.267  C4 1.870, C5 1.859, C6 1.965
9 P 3.700 1.101 -0.103  O7 1.527, S10 1.925
10 S 4.136 -0.765 -0.287  P9 1.925
11 H -1.669 1.197 1.569  C1 1.138
12 H -0.263 2.216 1.153  C1 1.042
13 H -1.766 2.327 0.234  C1 1.106
14 H 0.078 1.671 -1.769  C2 1.108
15 H -1.639 1.792 -1.790  C2 1.111
16 H -0.871 0.244 -2.477  C2 1.127
17 H -2.039 -0.923 -1.176  C3 1.067
18 H -2.296 -1.091 0.751  C3 1.150
19 H -3.082 0.055 -0.151  C3 1.063
20 H 1.068 0.044 2.616  C4 1.093
21 H -0.523 -0.887 2.521  C4 1.160
22 H 1.050 -1.684 2.405  C4 1.060
23 H 2.081 -1.375 -1.700  C5 1.157
24 H 1.691 -2.721 -0.477  C5 1.142
25 H 0.504 -2.019 -1.720  C5 1.073

E ... -36514.4131 eV
Frontier orbital gap ... 8.4 eV
Energy above the lowest of the compared OMol25 structures with the same formula, charge and spin ... 53.4 kJ/mol

# 2
Molecular formula: C10H39O10
Method: DFT, ωB97M-V/def2-TZVPD

Last columns: bonded neighbours and bond lengths (Å).
Geometry (Å):
1 C 5.436 -14.027 16.609  O2 1.379, H3 1.114, H4 1.114, H5 1.118
2 O 6.489 -14.829 16.993  C1 1.379
3 H 4.963 -14.337 15.649  C1 1.114
4 H 4.613 -13.933 17.353  C1 1.114
5 H 5.812 -12.982 16.479  C1 1.118
6 C 6.745 -12.143 13.663  O7 1.426, H8 1.091, H9 1.092, H10 1.092
7 O 7.599 -11.105 14.142  C6 1.426, H11 0.964
8 H 6.763 -13.008 14.327  C6 1.091
9 H 5.747 -11.754 13.449  C6 1.092
10 H 7.169 -12.467 12.711  C6 1.092
11 H 7.141 -10.638 14.850  O7 0.964
12 C 9.315 -14.446 15.061  O13 1.421, H14 1.097, H15 1.090, H16 1.097
13 O 8.168 -15.275 14.937  C12 1.421, H17 0.996
14 H 9.377 -14.118 16.106  C12 1.097
15 H 10.225 -14.986 14.802  C12 1.090
16 H 9.181 -13.543 14.453  C12 1.097
17 H 7.554 -14.983 15.664  O13 0.996
18 C 2.334 -16.269 17.250  O19 1.411, H20 1.094, H21 1.097, H22 1.090
19 O 3.288 -16.986 18.002  C18 1.411, H23 0.960
20 H 2.324 -16.520 16.185  C18 1.094
21 H 1.323 -16.371 17.665  C18 1.097
22 H 2.585 -15.213 17.351  C18 1.090
23 H 2.958 -17.875 18.153  O19 0.960
24 C 8.373 -11.644 17.395  O25 1.416, H26 1.093, H27 1.094, H28 1.096
25 O 8.013 -12.804 18.124  C24 1.416, H29 0.989
26 H 9.308 -11.235 17.787  C24 1.093
27 H 8.529 -11.866 16.335  C24 1.094
28 H 7.628 -10.843 17.449  C24 1.096
29 H 7.353 -13.290 17.571  O25 0.989
30 C 5.217 -17.337 14.966  O31 1.430, H32 1.092, H33 1.087, H34 1.099
31 O 5.335 -18.262 16.049  C30 1.430, H35 0.959
32 H 4.497 -16.557 15.225  C30 1.092
33 H 6.195 -16.915 14.752  C30 1.087
34 H 4.870 -17.869 14.069  C30 1.099
35 H 4.635 -18.910 15.952  O31 0.959
36 C 1.582 -12.116 17.055  O37 1.407, H38 1.098, H39 1.091, H40 1.098
37 O 0.363 -12.627 16.573  C36 1.407, H41 0.967
38 H 2.178 -11.619 16.278  C36 1.098
39 H 1.412 -11.379 17.842  C36 1.091
40 H 2.235 -12.880 17.497  C36 1.098
41 H 0.585 -13.233 15.853  O37 0.967
42 C 10.100 -15.218 19.846  O43 1.413, H44 1.098, H45 1.099, H46 1.088
43 O 8.819 -15.384 19.276  C42 1.413, H47 0.970
44 H 10.841 -14.977 19.072  C42 1.098
45 H 10.089 -14.377 20.554  C42 1.099
46 H 10.400 -16.128 20.360  C42 1.088
47 H 8.616 -14.546 18.830  O43 0.970
48 C 1.864 -14.547 14.100  O49 1.436, H50 1.092, H51 1.089, H52 1.090
49 O 0.616 -14.812 14.758  C48 1.436, H53 0.958
50 H 1.727 -13.786 13.330  C48 1.092
51 H 2.568 -14.198 14.854  C48 1.089
52 H 2.257 -15.462 13.654  C48 1.090
53 H 0.124 -15.493 14.296  O49 0.958
54 C 4.722 -10.467 17.689  O55 1.427, H56 1.086, H57 1.096, H58 1.094
55 O 5.734 -9.668 17.077  C54 1.427, H59 0.960
56 H 4.671 -11.472 17.280  C54 1.086
57 H 4.876 -10.596 18.767  C54 1.096
58 H 3.758 -9.961 17.583  C54 1.094
59 H 5.417 -8.766 17.156  O55 0.960

E ... -31473.7065 eV
Frontier orbital gap ... 6.3 eV
Net charge ... -1
Energy above the lowest of the compared OMol25 structures with the same formula, charge and spin ... 51.3 kJ/mol

# 3
Molecular formula: C4H14N3OS
Method: DFT, ωB97M-V/def2-TZVPD

Last columns: bonded neighbours and bond lengths (Å).
Geometry (Å):
1 C -0.969 1.204 0.114  N7 1.465, H10 1.124, H11 1.029, H12 1.147
2 C 0.356 -2.246 -0.027  C3 1.549, C4 1.513, H13 1.080, H14 1.139
3 C -0.808 -1.226 0.029  C2 1.549, N7 1.449, H15 1.058, H16 1.089
4 C 1.462 -1.437 -0.669  C2 1.513, S9 1.818, H17 1.022, H18 1.108
5 N 2.772 0.896 -0.300  S9 1.465, H19 1.060
6 N 1.776 -0.104 1.764  S9 1.508, H20 0.987
7 N -0.210 0.010 0.494  C1 1.465, C3 1.449, S9 1.907, H22 1.079
8 O 1.087 2.507 -0.753  H21 0.980, H23 0.926
9 S 1.681 0.102 0.272  C4 1.818, N5 1.465, N6 1.508, N7 1.907
10 H -1.030 1.214 -1.008  C1 1.124
11 H -1.842 1.143 0.656  C1 1.029
12 H -0.393 2.193 0.203  C1 1.147
13 H 0.438 -2.468 1.026  C2 1.080
14 H 0.218 -3.137 -0.723  C2 1.139
15 H -1.678 -1.506 0.562  C3 1.058
16 H -1.159 -1.009 -0.979  C3 1.089
17 H 1.193 -1.120 -1.603  C4 1.022
18 H 2.404 -2.006 -0.797  C4 1.108
19 H 2.873 0.998 -1.350  N5 1.060
20 H 2.472 0.360 2.287  N6 0.987
21 H 1.024 3.311 -0.195  O8 0.980
22 H -0.051 -0.258 1.526  N7 1.079
23 H 1.348 2.800 -1.592  O8 0.926

E ... -21716.1972 eV
Frontier orbital gap ... 9.9 eV
Net charge ... +1
Energy above the lowest of the compared OMol25 structures with the same formula, charge and spin ... 205.5 kJ/mol

# 4
Molecular formula: C4H12NO2P
Method: DFT, ωB97M-V/def2-TZVPD

Last columns: bonded neighbours and bond lengths (Å).
Geometry (Å):
1 C 1.297 -1.081 -1.443  C2 1.577, H6 0.976, H7 1.068, H8 1.102
2 C 0.154 -0.195 -0.812  C1 1.577, C3 1.504, C4 1.534, N5 1.483
3 C -0.981 -0.996 -0.236  C2 1.504, H9 1.055, H10 1.068, H11 1.067
4 C -0.358 0.814 -1.847  C2 1.534, H12 1.134, H13 1.081, H14 1.050
5 N 0.638 0.662 0.297  C2 1.483, H15 0.967, H16 1.060
6 H 2.096 -0.620 -1.765  C1 0.976
7 H 1.523 -1.861 -0.751  C1 1.068
8 H 0.723 -1.538 -2.265  C1 1.102
9 H -0.791 -2.011 -0.453  C3 1.055
10 H -1.790 -0.634 -0.832  C3 1.068
11 H -1.060 -0.825 0.815  C3 1.067
12 H -1.120 1.461 -1.309  C4 1.134
13 H 0.341 1.567 -2.182  C4 1.081
14 H -0.877 0.493 -2.701  C4 1.050
15 H 1.040 0.199 1.046  N5 0.967
16 H 1.458 1.252 -0.027  N5 1.060
17 O 1.120 1.402 3.535  P18 1.452
18 P -0.296 1.611 3.773  O17 1.452, O19 1.648
19 O -1.126 0.222 3.459  P18 1.648, H20 0.909
20 H -1.991 0.079 3.700  O19 0.909

E ... -19216.5196 eV
Frontier orbital gap ... 9.0 eV
SMILES ... CC(C)(C)N.O=PO
Energy above the lowest of the compared OMol25 structures with the same formula, charge and spin ... 119.6 kJ/mol